# C11H30Br4N2O6P2S2Si2

A molecular structure, C11H30Br4N2O6P2S2Si2 in a non-equilibrium geometry (ωB97M-V with the def2-TZVPD basis set, the OMol25 dataset).

Atoms and positions in Å:
C 7.3345 -0.7594 -0.2199
C 6.7212 0.5292 0.4947
O 7.0450 0.7932 1.6807
O 5.8532 1.4305 -0.1702
C 4.8898 0.7256 -1.0286
C 3.5451 1.6024 -1.0129
Si 1.9548 0.5449 -0.6340
N 2.4366 -0.5086 0.7553
S 1.6038 -0.5891 -2.4434
O 0.7337 1.6960 -0.2402
Si -0.8256 1.0473 0.1012
C -0.8913 -0.7450 0.7333
C -0.9545 -1.8877 -0.3954
C -2.0725 -3.0190 -0.0677
N -1.8971 -4.1219 -1.0668
P -1.6208 2.2913 1.7950
O -3.0731 1.8418 2.1504
P -2.2272 1.4718 -1.5885
O -3.8562 1.1661 -1.1580
O -2.1446 3.1874 -1.8058
S -1.6899 0.6928 -3.2764
H 8.1402 -0.4131 -0.9541
H 6.5639 -1.3780 -0.7833
H 7.7494 -1.4226 0.6169
H 5.3248 0.7855 -2.0961
H 4.6923 -0.3463 -0.7075
H 3.6413 2.4993 -0.3027
H 3.3877 2.0354 -2.0711
H 3.0511 -1.2615 0.4241
H 2.9050 0.0877 1.4589
H 1.3168 0.2999 -3.4844
H -1.8816 -0.8361 1.3284
H -0.0721 -1.0248 1.4830
H 0.0409 -2.4721 -0.4421
H -1.1714 -1.5183 -1.4490
H -3.1338 -2.6168 -0.2073
H -1.9277 -3.4732 0.9822
H -1.1583 -4.7774 -0.7665
H -2.7824 -4.6277 -1.2047
H -1.5594 3.6655 1.3644
H -0.7167 2.0613 2.9084
H -4.0651 0.2099 -1.2210
H -2.0767 3.6394 -0.9345
Br -2.9003 5.8717 1.0379
C -1.7187 7.4139 1.1888
C -0.8212 7.5322 -0.0173
Br 0.6362 6.2396 0.0591
H -1.1724 7.3059 2.1253
H -2.3842 8.2758 1.2592
H -0.3343 8.5083 -0.0398
H -1.3419 7.3692 -0.9605
Br -5.3109 -5.5958 -0.6046
C -5.3836 -6.8036 0.9231
C -4.0267 -6.9554 1.5645
Br -2.8787 -8.1350 0.5204
H -5.8001 -7.7446 0.5651
H -6.0869 -6.3409 1.6173
H -4.1147 -7.4360 2.5401
H -3.4945 -6.0110 1.6764

For the orbital gap, the calculation gives 8.91 eV. For the largest force on an atom, the calculation gives 4.6 eV/Å.

These are the Mulliken partial charges, in e, on atoms 1 to 4: -0.75, 0.61, -0.56, -0.28